Run A
Density functional theory data (the ωB97M-V functional and the def2-TZVPD basis) for an isolated molecule of C3H2Cl2O2.

Element x y z (Å)
C (-1.07828, 0.35860, 0.17520)
Cl (1.97037, 1.48929, -0.89003)
C (-0.57307, -0.93837, -0.38438)
H (-1.39970, 1.08974, -0.54394)
O (-1.19007, -1.92251, -0.62292)
H (-1.60515, 0.33545, 1.11124)
Cl (1.87533, 0.09369, 1.64582)
C (1.20420, 0.32179, 0.08308)
O (0.79638, -0.82767, -0.57407)

Summary:
**Spin multiplicity**: 1
**Gap between HOMO and LUMO (alpha / beta)**: 0.3097 / 0.3145 hartree

In elementary charge units, the Löwdin charges are: C 0.14; Cl 0.70; C -0.53; H 0.07; O 0.16; H 0.07; Cl 0.68; C -1.20; O -0.09

---

Run B
Density functional theory data (the ωB97M-V functional and the def2-TZVPD basis) for a cluster of 2 separate species, C3H2Cl2O2 in total.

Element x y z (Å)
Cl (1.84805, -1.70344, 0.72801)
O (0.74273, 2.43934, -2.16449)
C (0.15859, 1.73730, -1.38265)
O (-0.34221, -0.42551, -0.57999)
C (-0.64629, 0.83735, -0.83141)
Cl (0.08278, -0.38393, 2.40621)
H (-1.55066, 1.23515, -0.22327)
C (0.24074, -1.41937, 1.08306)
H (-0.53372, -2.31689, 0.96453)

Summary:
**Spin multiplicity**: 1
**Gap between HOMO and LUMO (alpha / beta)**: 0.2705 / 0.2579 hartree

In elementary charge units, the Löwdin charges are: Cl 0.67; O 0.13; C -0.11; O -0.23; C -0.28; Cl 0.64; H 0.14; C -1.08; H 0.12

---

Which one sits at the top of the stability order? run A does.

---

Run A
Density functional theory data (the ωB97M-V functional and the def2-TZVPD basis) for an isolated molecule of CH5NO2S.

Element x y z (Å)
H (1.81347, 0.08568, 0.68242)
H (0.33087, -0.51296, 1.46578)
N (0.14518, 0.38824, -0.44198)
S (-1.63981, 1.04134, -0.42977)
H (0.64379, 1.24621, 1.36461)
C (0.75406, 0.29132, 0.85907)
H (-0.78339, -2.26433, -1.43761)
H (-1.24000, 2.27856, -0.15411)
O (0.26537, -0.64017, -1.22577)
O (-0.28954, -1.91389, -0.68266)

Summary:
**Spin multiplicity**: 1
**Gap between HOMO and LUMO**: 0.3535 hartree

In elementary charge units, the Löwdin charges are: H 0.10; H 0.08; N -0.51; S 0.72; H 0.08; C -0.13; H 0.08; H -0.18; O -0.19; O -0.04

---

Run B
Density functional theory data (the ωB97M-V functional and the def2-TZVPD basis) for a cluster of 2 separate species, CH5NO2S in total.

Element x y z (Å)
N (0.09134, 0.63733, 1.52380)
S (-1.00981, -1.14587, -0.55984)
H (-0.55670, 0.80004, 0.77918)
H (0.94562, 0.33121, -0.97334)
H (0.81806, 1.31587, 1.20726)
H (1.41731, -1.33756, -0.89397)
C (0.65238, -0.69744, -1.09306)
O (-1.70625, 0.10635, -0.25563)
H (-0.39935, 1.00102, 2.34305)
O (-0.25259, -1.01094, -2.07746)

Summary:
**Spin multiplicity**: 1
**Gap between HOMO and LUMO**: 0.3857 hartree

In elementary charge units, the Löwdin charges are: N -0.01; S 1.04; H -0.08; H 0.09; H 0.04; H 0.05; C -0.34; O -0.51; H 0.03; O -0.30

---

Which one sits at the top of the stability order? run B does.

---

Run A
Density functional theory data (the ωB97M-V functional and the def2-TZVPD basis) for a structure of composition CH5NO2S.

Element x y z (Å)
H (-2.06618, 1.12094, -0.08790)
C (1.64274, -0.22211, -0.34099)
H (0.08972, -0.67436, 1.17383)
N (-2.33095, -0.81308, 0.43635)
H (2.17905, -1.17079, 0.12195)
O (-0.65103, 1.17259, -0.01037)
S (-0.19365, -0.25805, -0.05376)
H (2.24704, 0.67660, 0.12126)
O (-2.82246, 0.26276, -0.00010)
H (1.90572, -0.09451, -1.36029)

Summary:
**Spin multiplicity**: 1
**Gap between HOMO and LUMO (alpha / beta)**: 0.2960 / 0.3031 hartree

In elementary charge units, the Löwdin charges are: H 0.11; C -0.31; H -0.01; N -0.09; H 0.09; O -0.54; S 0.86; H 0.08; O -0.19; H 0.00

---

Run B
Density functional theory data (the ωB97M-V functional and the def2-TZVPD basis) for an isolated molecule of CH5NO2S.

Element x y z (Å)
H (1.28476, -1.11055, -0.58027)
N (0.37056, 1.22545, 0.86336)
H (0.34684, 2.14082, 0.33787)
H (-0.11565, 1.54519, 1.66913)
O (-0.43545, -1.49021, 1.41222)
C (0.46729, -0.75690, -1.03201)
S (-0.63179, -0.44104, 0.45636)
O (-1.96204, -0.08621, 0.02431)
H (0.73434, 0.21773, -1.32598)
H (-0.05886, -1.24428, -1.82500)

Summary:
**Spin multiplicity**: 1
**Gap between HOMO and LUMO**: 0.3876 hartree

In elementary charge units, the Löwdin charges are: H 0.01; N -0.10; H 0.06; H -0.01; O -0.30; C -0.09; S 0.69; O -0.34; H 0.03; H 0.07

---

Which one sits at the top of the stability order? run B does.

---

Run A
Density functional theory data (the ωB97M-V functional and the def2-TZVPD basis) for a structure of composition ClCu.

Element x y z (Å)
Cl (-0.21670, -1.04023, -0.68430)
Cu (0.21670, 1.04023, 0.68430)

Summary:
**Spin multiplicity**: 2
**Net charge**: +1
**Gap between HOMO and LUMO (alpha / beta)**: 0.3637 / 0.2439 hartree

In elementary charge units, the Löwdin charges are: Cl 0.25; Cu 0.75

---

Run B
Density functional theory data (the ωB97M-V functional and the def2-TZVPD basis) for a structure of composition ClCu.

Element x y z (Å)
Cu (1.56832, 0.67030, -0.94771)
Cl (-1.56832, -0.67030, 0.94771)

Summary:
**Spin multiplicity**: 2
**Net charge**: +1
**Gap between HOMO and LUMO (alpha / beta)**: 0.2951 / 0.2635 hartree

In elementary charge units, the Löwdin charges are: Cu 0.96; Cl 0.04

---

Which one sits at the top of the stability order? run A does.

---

Run A
Density functional theory data (the ωB97M-V functional and the def2-TZVPD basis) for a cluster of 3 separate species, C3H7O2 in total.

Element x y z (Å)
H (2.44330, -0.01482, 0.70844)
H (1.28054, -1.33935, 0.53784)
O (-1.15076, -3.50817, -1.84594)
H (-0.36422, -2.00453, -0.75907)
O (-0.46265, 0.58347, -0.68904)
H (0.74246, 1.52836, 0.60935)
C (1.57518, -0.37151, 0.14555)
C (0.58852, 0.61231, -0.01210)
H (-0.49879, 4.54313, 2.20835)
C (-1.16865, -2.40192, -1.36599)
H (-1.00401, 4.03813, 2.00986)
H (-1.98092, -1.66511, -1.54725)

Summary:
**Spin multiplicity**: 1
**Net charge**: -1
**Gap between HOMO and LUMO**: 0.2368 hartree

In elementary charge units, the Löwdin charges are: H -0.04; H -0.03; O -0.05; H 0.04; O -0.19; H 0.06; C -0.17; C -0.56; H 0.00; C -0.14; H 0.00; H 0.08

---

Run B
Density functional theory data (the ωB97M-V functional and the def2-TZVPD basis) for a cluster of 3 separate species, C3H7O2 in total.

Element x y z (Å)
O (-0.44075, 1.24105, 0.17057)
H (2.62439, -6.55414, 0.61183)
C (-1.74645, 2.46812, 1.76336)
H (1.96310, 0.80977, -1.87089)
O (1.36655, -0.96707, -2.54557)
C (1.12927, 0.06131, -1.95496)
H (-0.86980, 2.75962, 2.32428)
H (-2.51151, 1.26353, 0.27435)
H (-2.75307, 2.86918, 1.68987)
H (2.67092, -5.83520, 0.46135)
H (0.10949, 0.30203, -1.63922)
C (-1.54214, 1.58179, 0.71503)

Summary:
**Spin multiplicity**: 1
**Net charge**: -1
**Gap between HOMO and LUMO**: 0.2288 hartree

In elementary charge units, the Löwdin charges are: O -0.23; H 0.00; C -0.14; H 0.08; O -0.07; C -0.15; H -0.01; H 0.06; H -0.02; H 0.00; H 0.05; C -0.57

---

Which one sits at the top of the stability order? run B does.

---

Run A
Density functional theory data (the ωB97M-V functional and the def2-TZVPD basis) for a cluster of 2 separate species, C6H9N2O in total.

Element x y z (Å)
H (2.64773, -0.20695, 1.28690)
N (0.76204, 0.22269, 0.51074)
H (2.36923, -0.98006, -0.31682)
H (-1.39146, -2.49440, -1.82427)
C (-1.58690, -2.07948, -0.90100)
H (-1.70831, 2.37674, 1.96248)
H (-1.18095, -2.65069, -0.06398)
H (1.36718, -1.58308, 1.04872)
N (-0.69045, 1.31869, -0.84759)
H (1.09851, 0.51407, -1.60889)
C (1.90420, -0.63771, 0.65175)
H (-0.83564, 1.87516, -1.68808)
C (0.55465, 0.62902, -0.64743)
C (-1.48963, 1.49762, 0.17829)
C (-2.45479, -1.15511, -0.58333)
C (-2.13474, 1.57121, 1.26967)
O (-3.11771, -0.26298, -0.18283)
H (-2.90257, 0.95404, 1.72903)

Summary:
**Spin multiplicity**: 1
**Net charge**: +1
**Gap between HOMO and LUMO**: 0.3141 hartree

In elementary charge units, the Löwdin charges are: H 0.08; N 0.02; H 0.10; H 0.05; C 0.05; H 0.16; H 0.09; H 0.12; N 0.14; H 0.16; C -0.10; H 0.18; C -0.17; C -0.03; C -0.21; C 0.14; O 0.11; H 0.11

---

Run B
Density functional theory data (the ωB97M-V functional and the def2-TZVPD basis) for the ion C6H9N2O with charge +1.

Element x y z (Å)
N (2.00847, -0.46101, -0.20682)
N (1.49856, 0.82344, -0.02470)
H (3.90984, -0.16594, 0.49674)
H (-0.96188, -2.46540, -0.95490)
C (-1.20656, -2.16283, 0.01538)
H (-0.84571, -2.77508, 0.86676)
H (-2.57764, 1.74063, 0.78072)
H (-1.77318, 2.45815, -0.48899)
C (3.19649, -0.83332, 0.03597)
C (-1.08528, 0.51211, 0.07203)
C (-1.04443, -0.74949, 0.16123)
H (-2.21780, -2.25427, 0.42443)
C (-2.18447, 1.55295, -0.19184)
H (3.31676, -1.81332, -0.22617)
H (-2.75450, 1.16613, -1.08480)
C (0.28012, 1.43638, -0.00463)
H (2.29139, 1.38077, 0.22556)
O (0.14983, 2.61008, 0.10404)

Summary:
**Spin multiplicity**: 1
**Net charge**: +1
**Gap between HOMO and LUMO**: 0.2918 hartree

In elementary charge units, the Löwdin charges are: N -0.01; N 0.07; H 0.09; H 0.10; C 0.02; H 0.14; H 0.10; H 0.05; C 0.04; C -0.07; C 0.15; H 0.14; C 0.03; H 0.05; H 0.13; C -0.35; H 0.15; O 0.15

---

Which one sits at the top of the stability order? run A does.